## 1
Formula: C4H12NOP
Source: the OMol25 dataset
Level of theory: ωB97M-V/def2-TZVPD

```
19
C4H12NOP (ωB97M-V/def2-TZVPD)
C 2.38238 0.24459 0.36739
C 0.48937 1.59495 0.83153
C -1.94257 -1.31427 1.23540
C -0.71402 -0.36217 -2.33358
N 1.08891 0.32059 0.95690
O -1.81044 -1.05707 -0.14202
P -0.49276 -1.56705 -0.96076
H 3.10780 0.82166 0.95943
H 2.70398 -0.79525 0.34720
H 2.41835 0.65663 -0.65410
H 1.09960 2.36112 1.33734
H 0.39163 1.92578 -0.21886
H -0.49709 1.58676 1.29543
H -2.21909 -2.35457 1.41805
H -2.73704 -0.65959 1.59530
H -1.00791 -1.08198 1.75215
H -1.75517 -0.31585 -2.64017
H -0.08584 -0.63014 -3.17890
H -0.42008 0.62587 -1.96775
```

## Properties
E_LUMO (alpha / beta) (eV): -0.1 / 0.2
Frontier orbital gap (alpha / beta) (Ha): 0.254 / 0.340

## 2
Formula: C4H12NOP
Source: the OMol25 dataset
Level of theory: ωB97M-V/def2-TZVPD

```
19
C4H12NOP (ωB97M-V/def2-TZVPD)
C 0.83804 0.76310 1.34686
C 1.16719 -1.55225 0.40895
C 0.50694 0.42728 -1.14612
C 0.37918 -0.22028 0.24979
N -1.94950 1.35749 -0.20988
O -1.96793 -1.07314 -0.73590
P -1.60108 -0.09179 0.53013
H 0.07664 1.41253 1.47296
H 1.06385 0.27918 2.20184
H 1.81515 1.29797 1.19404
H 1.05938 -2.09453 -0.45496
H 0.66172 -2.07100 1.14337
H 2.18155 -1.41995 0.60428
H -0.41784 0.27757 -1.79589
H 0.79828 1.39395 -1.11034
H 1.38178 0.00088 -1.71606
H -2.88149 1.65153 -0.17784
H -1.43219 1.61492 -1.04706
H -1.67966 -1.95346 -0.75820
```

## Properties
E_LUMO (eV): 0.9
SMILES string: CC(C)(C)P(N)O
Frontier orbital gap (Ha): 0.337

The computed energies, referenced to the most stable structure and given in eV, are 1 2.367; 2 0.000.

## 1
Formula: C13H17N
Source: the OMol25 dataset
Level of theory: ωB97M-V/def2-TZVPD

```
31
C13H17N (ωB97M-V/def2-TZVPD)
C -1.70840 -1.74898 -0.51795
C -2.08952 -0.46121 -1.35514
C -1.45498 1.05116 0.31139
C -0.54335 2.17320 -0.20759
C 0.77384 2.13785 0.51580
C 1.59478 0.92473 0.18410
C 2.82816 0.92269 -0.50200
C 3.39142 -0.35364 -0.65640
C 2.86428 -1.50279 -0.18450
C 1.50127 -1.50801 0.42035
C 0.89647 -0.27822 0.50186
C -0.59765 -0.10646 1.00177
C -1.43809 -1.46126 1.01097
H -2.56366 -2.52841 -0.62670
H -0.75379 -2.23823 -0.83581
H -2.79502 -0.70251 -2.13244
H -1.02697 -0.02587 -1.73498
H -3.33969 0.56564 -0.12425
H -2.04901 1.39016 1.22729
H -1.01316 3.18879 -0.15170
H -0.17317 1.88791 -1.25493
H 1.54905 3.07489 0.49416
H 0.51864 2.08275 1.64655
H 3.13809 1.79305 -1.00826
H 4.33644 -0.42629 -1.07193
H 3.21629 -2.50229 -0.42382
H 0.95973 -2.41845 0.94244
H -0.39378 0.08440 2.08760
H -2.31908 -1.49446 1.69505
H -0.80054 -2.23934 1.34989
N -2.50857 0.71918 -0.60086
```

## Properties
E_LUMO (eV): 0.9
SMILES string: c1ccc2c(c1)CC[C@H]1NCCC[C@@H]21
Frontier orbital gap (Ha): 0.353

## 2
Formula: C13H17N
Source: the OMol25 dataset
Level of theory: ωB97M-V/def2-TZVPD

```
31
C13H17N (ωB97M-V/def2-TZVPD)
C -1.01350 -1.23715 1.93234
C -0.90043 -0.66913 0.52525
C -1.43206 -1.64459 -0.56445
C -1.74459 -0.68535 -1.70230
C -2.30399 0.55203 -1.02077
C -1.23190 1.79098 0.81197
C 0.12111 2.07409 0.01787
C 1.11825 0.96391 0.07326
C 2.42949 1.14612 -0.17289
C 3.32619 0.09284 -0.32309
C 2.80893 -1.22663 -0.26195
C 1.44858 -1.37718 0.08153
C 0.59034 -0.32100 0.21009
H -0.54366 -0.71785 2.76478
H -0.79186 -2.30687 1.93277
H -2.11043 -1.20279 2.18490
H -2.38523 -2.05211 -0.15273
H -0.83033 -2.40333 -0.85372
H -0.93392 -0.50639 -2.48415
H -2.56844 -0.99774 -2.39221
H -1.86100 1.49508 -1.34964
H -3.38274 0.77286 -1.05424
H -1.13639 1.72768 1.90064
H -1.98418 2.60495 0.43222
H 0.05248 2.53136 -1.05156
H 0.57152 2.92112 0.62601
H 2.69535 2.14321 -0.38601
H 4.36612 0.30629 -0.49125
H 3.49538 -2.00501 -0.47490
H 0.98981 -2.34585 0.26620
N -1.84871 0.46882 0.42025
```

## Properties
E_LUMO (eV): 1.0
SMILES string: C[C@@]12CCCN1CCc1ccccc12
Frontier orbital gap (Ha): 0.342

The computed energies, referenced to the most stable structure and given in eV, are 1 1.132; 2 0.000.

## 1
Formula: C2H5N3O2S
Source: the OMol25 dataset
Level of theory: ωB97M-V/def2-TZVPD

```
13
C2H5N3O2S (ωB97M-V/def2-TZVPD)
C 0.69834 -0.29460 0.17767
C -1.61137 2.32359 -0.09847
H -2.55688 -1.73540 0.71277
H 0.52670 -2.31563 0.48532
H -1.55134 2.49600 -1.47370
H -2.42685 2.90353 0.31819
H 3.57965 0.21953 -0.70485
N -0.08681 -1.22602 0.79689
N -0.90814 1.39488 0.63422
N 1.94668 -0.53234 0.07041
O 0.19740 0.88604 -0.18205
O 2.64701 0.62659 -0.22541
S -1.34440 -1.45616 -0.44149
```

## Properties
E_LUMO (eV): 0.1
Frontier orbital gap (Ha): 0.325

## 2
Formula: C2H5N3O2S
Source: the OMol25 dataset
Level of theory: ωB97M-V/def2-TZVPD

```
13
C2H5N3O2S (ωB97M-V/def2-TZVPD)
C -0.53423 -0.30130 0.05116
C 1.62418 -1.54525 -0.10382
H -2.67502 1.02071 0.23088
H -2.11461 -1.32090 1.06856
H -0.35633 -2.29992 -0.44354
H 1.77499 -2.66488 -0.77504
H 0.70874 3.01982 -0.25653
N -1.87402 -0.88048 0.11652
N 0.24174 -1.23254 -0.38899
N -0.55687 0.98451 0.37690
O -3.04682 0.12167 -0.13408
O 2.40780 -0.71190 0.45324
S 1.03492 1.62162 -0.17454
```

## Properties
E_LUMO (eV): -0.2
SMILES string: O=CN/C(=N\S)NO
Frontier orbital gap (Ha): 0.311

## 3
Formula: C2H5N3O2S
Source: the OMol25 dataset
Level of theory: ωB97M-V/def2-TZVPD

```
13
C2H5N3O2S (ωB97M-V/def2-TZVPD)
C -0.07808 -0.24709 0.10573
C 1.79173 -2.19868 -2.05616
H -0.93344 1.24034 2.21353
H -0.22517 -1.33801 1.72868
H 2.72808 -2.14898 -1.19884
H 1.76637 -2.51114 -3.15857
H -1.60711 2.51122 -1.08735
N -0.63841 -0.59247 1.31343
N 0.56770 -1.73991 -1.70388
N -0.13523 0.82224 -0.50494
O -0.17649 0.28081 2.40835
O 0.72598 -1.31496 -0.23175
S -0.93531 2.23534 0.12875
```

## Properties
E_LUMO (eV): 0.5
Frontier orbital gap (Ha): 0.347

The computed energies, referenced to the most stable structure and given in eV, are 1 3.407; 2 0.000; 3 1.764.

## 1
Formula: C2H5FN2
Source: the OMol25 dataset
Level of theory: ωB97M-V/def2-TZVPD

```
10
C2H5FN2 (ωB97M-V/def2-TZVPD)
C -0.02142 1.01810 -0.20462
C 0.93375 0.19988 0.53561
H -1.76156 -1.22590 -0.77877
H -0.34485 -1.19455 0.07816
H 0.09642 2.03835 -0.57755
H 1.85577 0.64100 0.88923
H 0.17357 -0.88457 1.21633
N -1.14295 -0.68275 0.05583
N -1.20194 0.53623 -0.44506
F 1.41320 -0.44579 -0.76915
```

## Properties
E_LUMO (eV): 0.6
Frontier orbital gap (Ha): 0.363

## 2
Formula: C2H5FN2
Source: the OMol25 dataset
Level of theory: ωB97M-V/def2-TZVPD

```
10
C2H5FN2 (ωB97M-V/def2-TZVPD)
C -0.48638 0.11515 -0.49822
C 0.61368 -0.46508 0.35943
N 1.62407 -0.96250 -0.43311
N 2.99577 -0.38374 -0.29901
F 3.08329 0.66106 0.57621
H -1.39535 -0.03305 0.00424
H -0.23272 1.23987 -0.64039
H -0.54931 -0.21310 -1.45550
H 0.32492 -1.33516 0.89118
H 0.92861 0.44607 1.06042
```

## Properties
E_LUMO (alpha / beta) (eV): -0.7 / -0.6
SMILES string: CC/N=N\F
Frontier orbital gap (alpha / beta) (Ha): 0.374 / 0.373

The computed energies, referenced to the most stable structure and given in eV, are 1 0.786; 2 0.000.

## 1
Formula: C2H9N2S2
Source: the OMol25 dataset
Level of theory: ωB97M-V/def2-TZVPD

```
15
C2H9N2S2 (ωB97M-V/def2-TZVPD)
C -0.44333 0.02831 1.02696
C 0.06649 1.16222 0.26078
N -1.24084 -0.97382 0.31422
N 0.74991 -0.83916 -1.20214
S 1.61252 1.71352 0.85493
S -0.97073 1.81275 -0.84998
H 0.44535 -0.56880 1.42076
H -1.10072 0.43147 1.94206
H -0.29787 -1.04806 -0.97049
H 1.31321 -1.55768 -0.65255
H 0.91234 0.08843 -0.74430
H -1.81224 -1.60271 0.92457
H 0.91278 -0.80412 -2.18922
H 1.88081 2.57843 -0.06277
H -2.02767 -0.42078 -0.07283
```

## Properties
Charge: +1
E_LUMO (eV): -5.1
Frontier orbital gap (Ha): 0.299

## 2
Formula: C2H9N2S2
Source: the OMol25 dataset
Level of theory: ωB97M-V/def2-TZVPD

```
15
C2H9N2S2 (ωB97M-V/def2-TZVPD)
C 0.10170 0.89191 -0.98988
C -0.40002 -0.23279 -0.17803
N -1.19291 -0.12292 0.83660
N 1.40448 -0.35978 1.69445
S -1.28492 1.26336 -2.16287
S -0.15194 -1.90926 -0.63189
H 0.86870 0.64138 -1.67141
H 0.30490 1.81184 -0.42734
H -1.65555 -0.78074 1.53165
H -1.60787 0.83593 1.04502
H 1.30327 -1.10830 2.30397
H 0.74106 0.42660 1.77928
H 2.32158 -0.01557 1.73042
H -0.84823 0.26840 -2.90860
H 0.09576 -1.61007 -1.95136
```

## Properties
Charge: +1
E_LUMO (eV): -4.7
Frontier orbital gap (Ha): 0.334

The computed energies, referenced to the most stable structure and given in eV, are 1 0.274; 2 0.000.

## 1
Formula: C36H30GeN3O3S5Ti
Source: the OMol25 dataset
Level of theory: ωB97M-V/def2-TZVPD

```
79
C36H30GeN3O3S5Ti (ωB97M-V/def2-TZVPD)
Ti -0.83339 -1.01324 2.54050
S -3.02769 -3.74669 5.62107
C -2.21881 -2.76090 4.56647
S -0.84599 -1.80674 5.01622
S -2.69216 -2.55701 2.90701
N 1.30585 -0.75332 3.13939
C 2.15534 -1.36854 2.16180
C 3.15454 -0.64263 1.53019
C 3.88757 -1.21036 0.50101
C 3.62556 -2.50723 0.10183
C 2.64102 -3.24784 0.74343
C 1.91239 -2.68515 1.78025
S 4.58488 -3.22272 -1.23604
O 5.74105 -3.81718 -0.57651
O 3.68483 -4.19009 -1.84501
O 4.92078 -2.07990 -2.07901
H 1.63501 0.16427 3.40399
H 1.20092 -1.33314 3.96840
H 3.33523 0.38746 1.82542
H 4.65732 -0.65345 -0.01765
H 2.45620 -4.25654 0.39739
H 1.13738 -3.25590 2.28541
C -1.56127 0.71278 2.91537
Ge -1.63563 1.97208 1.49238
C -2.52386 1.19061 -0.11381
C -2.35818 1.57627 -1.44195
C -3.09674 0.98988 -2.46437
C -4.05072 0.02846 -2.17088
C -4.25536 -0.34629 -0.84991
C -3.49459 0.22388 0.16148
C 0.21963 2.64429 1.14428
C 0.79034 2.94555 -0.09174
C 2.10841 3.37448 -0.19432
C 2.88088 3.53101 0.94833
C 2.33006 3.24568 2.19056
C 1.01806 2.79577 2.28051
C -2.69817 3.65506 1.61641
C -3.52269 3.94546 2.70043
C -4.34069 5.06966 2.69812
C -4.34817 5.92125 1.60266
C -3.52622 5.64872 0.51573
C -2.70870 4.52753 0.52823
H -2.05460 0.94955 3.85636
H -1.64037 2.34472 -1.70811
H -2.91494 1.28251 -3.49230
H -4.62705 -0.43362 -2.96402
H -4.99575 -1.10020 -0.60613
H -3.64361 -0.09300 1.18796
H 0.21382 2.80473 -0.99898
H 2.53230 3.58224 -1.16970
H 3.90879 3.86429 0.86901
H 2.92176 3.37186 3.09059
H 0.59610 2.53685 3.24789
H -3.53061 3.27677 3.55525
H -4.98041 5.27893 3.54838
H -4.99291 6.79242 1.59252
H -3.52919 6.30786 -0.34529
H -2.06787 4.32168 -0.32338
S -0.06318 -1.80707 -3.89285
C -0.07864 -1.68367 -2.12761
C 0.62856 -0.68439 -1.42281
C 0.34986 -0.46329 -0.10557
N -0.55056 -1.20652 0.62898
C -1.17863 -2.22299 -0.06141
C -0.98816 -2.45936 -1.39106
C 1.35395 -2.80715 -4.35319
C 1.20319 -4.17290 -4.55268
C 2.28124 -4.88165 -5.05293
N 3.45247 -4.32754 -5.36356
C 3.59960 -3.03330 -5.10117
C 2.58070 -2.22513 -4.61157
H 1.37273 -0.07832 -1.92260
H 0.83983 0.33280 0.42978
H -1.87857 -2.82413 0.49857
H -1.56170 -3.23720 -1.87688
H 0.26883 -4.66187 -4.31452
H 2.20601 -5.95089 -5.22555
H 4.58041 -2.61545 -5.30013
H 2.74234 -1.17291 -4.42432
```

## Properties
Charge: -2
E_LUMO (alpha / beta) (eV): 3.9 / 3.9
2S+1: 2
Frontier orbital gap (alpha / beta) (Ha): 0.185 / 0.254

## 2
Formula: C36H30GeN3O3S5Ti
Source: the OMol25 dataset
Level of theory: ωB97M-V/def2-TZVPD

```
79
C36H30GeN3O3S5Ti (ωB97M-V/def2-TZVPD)
Ti 1.84785 -0.72835 -0.82696
S 2.64168 -4.77812 -2.32638
C 2.89653 -3.24718 -1.74086
S 2.62176 -1.82142 -2.76176
S 3.33924 -2.88061 -0.10586
N 3.23644 0.24027 0.53505
C 4.33702 1.08572 0.09575
C 4.52862 2.30985 0.71972
C 5.58077 3.12361 0.33965
C 6.45547 2.71640 -0.66586
C 6.24161 1.49420 -1.28971
C 5.17915 0.67503 -0.91750
S 7.89371 3.71631 -1.04655
O 8.77872 3.50339 0.08716
O 8.38505 3.17396 -2.30322
O 7.36780 5.07014 -1.13400
H 2.77371 0.67505 1.32695
H 3.59982 -0.67180 0.81661
H 3.84852 2.62626 1.50541
H 5.73773 4.08359 0.81486
H 6.91655 1.19378 -2.07989
H 5.01140 -0.27627 -1.40961
C 1.05908 0.82546 -1.58644
Ge -0.83217 0.94519 -1.28077
C -1.78168 -0.61175 -2.01556
C -1.15113 -1.30975 -3.04837
C -1.74139 -2.41819 -3.64482
C -2.99043 -2.85108 -3.22440
C -3.64541 -2.16154 -2.21198
C -3.04916 -1.05333 -1.62103
C -1.15785 1.19423 0.64775
C -0.23462 2.00756 1.31564
C -0.33383 2.25144 2.68078
C -1.36579 1.67871 3.41635
C -2.29821 0.87706 2.77325
C -2.19458 0.64632 1.40439
C -1.80060 2.46248 -2.06450
C -3.16238 2.62976 -1.80144
C -3.87883 3.67742 -2.36545
C -3.24114 4.58655 -3.20341
C -1.88705 4.44229 -3.46816
C -1.17738 3.38680 -2.90227
H 1.51278 1.60378 -2.20366
H -0.15920 -1.00871 -3.36507
H -1.20848 -2.95212 -4.42250
H -3.44958 -3.71943 -3.68140
H -4.62136 -2.49192 -1.87430
H -3.59382 -0.54128 -0.83910
H 0.58961 2.43931 0.75591
H 0.39865 2.88209 3.17161
H -1.43865 1.85213 4.48334
H -3.09927 0.41298 3.33845
H -2.91808 -0.01457 0.94710
H -3.67603 1.94039 -1.13874
H -4.93566 3.78701 -2.15064
H -3.79821 5.40472 -3.64428
H -1.38031 5.14979 -4.11393
H -0.11881 3.28340 -3.11754
S -1.23271 -4.63962 3.21455
C -0.46607 -3.56680 2.07000
C -0.47802 -3.83001 0.67510
C -0.05138 -2.89420 -0.20592
N 0.43156 -1.64372 0.18387
C 0.47290 -1.41312 1.56061
C 0.05656 -2.31251 2.48177
C -2.73875 -3.73625 3.53479
C -3.45095 -3.11948 2.51039
C -4.59635 -2.40854 2.82394
N -5.08059 -2.26921 4.06300
C -4.38917 -2.86303 5.03317
C -3.22586 -3.59518 4.82410
H -0.83894 -4.77622 0.29377
H -0.05970 -3.08856 -1.27009
H 0.82609 -0.43848 1.87638
H 0.09177 -2.04603 3.53096
H -3.09807 -3.17580 1.48723
H -5.15984 -1.92110 2.03428
H -4.77197 -2.73886 6.04112
H -2.69867 -4.04031 5.65918
```

## Properties
Charge: -2
E_LUMO (alpha / beta) (eV): 3.6 / 3.6
2S+1: 2
Frontier orbital gap (alpha / beta) (Ha): 0.197 / 0.246

The computed energies, referenced to the most stable structure and given in eV, are 1 0.079; 2 0.000.